ORCA calculation (ωB97M-V with the def2-TZVPD basis set) on a cluster of 13 separate species, C5H34NO14 in total in a non-equilibrium geometry.

```
54
Properties=species:S:1:pos:R:3:forces:R:3
O -2.50978 0.66326 -0.15209 0.383 0.396 0.508
C -1.82143 -0.32562 0.16902 -1.557 -1.300 -2.364
O -2.38683 -1.38105 0.62722 0.660 0.568 0.607
C -0.37960 -0.40378 -0.32305 -0.264 0.717 -0.339
C 0.60878 0.10777 0.75634 0.504 -1.288 -0.865
C 1.47090 -1.02996 1.34181 0.245 -0.580 -0.361
C 2.99506 -0.82341 1.45825 -0.053 0.624 -0.729
N 3.62557 -0.16014 0.28837 -0.728 -1.081 0.138
H -0.10238 -1.37103 -0.73986 -0.018 -0.732 0.999
H -0.33283 0.14316 -1.28694 -0.030 0.691 0.915
H 1.22315 0.78369 0.18822 0.488 0.664 0.368
H 0.09835 0.58395 1.57605 -0.179 0.588 -0.008
H 1.36277 -1.93581 0.73557 -0.156 0.168 -0.245
H 1.09737 -1.35507 2.31568 0.169 0.283 0.134
H 3.45622 -1.79104 1.32068 -0.039 -0.570 1.236
H 3.22237 -0.31139 2.41403 0.215 -0.439 -0.365
H 4.57222 -0.51357 0.21663 -0.049 0.453 -0.044
H 3.61316 0.82734 0.36984 0.337 0.956 0.095
H -0.49802 0.06237 -3.84346 -0.030 -0.399 -0.041
H 1.05822 0.26552 -4.10134 -1.967 0.653 -0.351
O 0.12982 0.66333 -4.26597 1.968 -0.178 0.344
H -2.05584 -2.01560 -3.35919 -0.158 -0.169 0.486
H -1.03406 -1.68685 -2.20919 -0.781 -0.013 -1.482
O -1.22956 -1.56258 -3.17394 0.811 0.119 0.927
H -0.97121 -3.78219 0.49726 0.927 -0.070 -0.246
H -2.13915 -2.91396 0.87618 0.280 0.241 -0.076
O -1.78863 -3.83304 0.96965 -1.210 -0.685 -0.199
H 0.77040 4.85229 1.04556 -0.175 -0.356 0.162
H 0.59172 3.66806 2.05408 0.358 0.693 -0.493
O 1.19816 4.38730 1.77462 -0.215 -0.448 0.237
H -2.82419 -3.52041 -1.02233 0.230 -0.457 0.037
H -3.65460 -2.34632 -1.18885 -0.558 1.229 0.502
O -3.28811 -3.03789 -1.71479 0.302 -0.825 -0.499
H 3.10442 2.02808 -1.07922 0.403 -0.745 -0.621
H 2.82950 3.15745 -0.34587 -0.297 1.238 0.832
O 3.60084 2.62314 -0.51210 -0.345 -0.198 -0.373
H -0.34674 2.72552 -1.61092 0.191 -0.580 -0.354
H 0.30470 1.97067 -3.01119 -0.529 2.055 2.128
O 0.35360 2.74534 -2.29184 0.665 -1.587 -1.865
H 3.34460 0.49561 -3.61891 0.286 0.390 0.030
H 2.66166 -0.51650 -2.69910 0.076 0.105 -0.098
O 2.70828 -0.21479 -3.61952 -0.176 -0.547 0.266
H -3.77572 0.90658 1.72789 0.097 0.323 -0.973
H -3.27727 -0.54458 1.96473 -0.381 0.684 -0.241
O -3.61707 0.26765 2.40448 0.212 -0.978 1.578
H -1.79490 3.78196 -0.72473 0.213 -0.769 0.592
H -2.05666 2.26290 -0.34658 0.372 -0.163 0.257
O -1.43945 3.02525 -0.20799 -0.489 1.167 -0.662
H -1.13123 0.62009 4.59307 0.072 -0.275 1.314
H -1.49002 0.63802 3.21465 -0.185 0.476 -0.493
O -0.85127 1.06429 3.80839 -0.107 -0.160 -0.872
H -1.66113 -3.16345 2.78121 0.054 -0.121 -0.562
H -0.58698 -2.04955 2.69934 -0.322 -0.016 -0.316
O -0.95717 -2.73099 3.26010 0.481 0.246 1.445
```
Positions in Å, forces in eV/Å.

Energy relative to the best compared isomer or geometry (same formula, charge and spin) in kJ/mol: 190.5
Molecular weight in g/mol: 332.32
E_tot in eV: -35895.375
Frontier orbital gap in eV: 9.48
Charge: -1
HOMO in eV: -6.937

Atom-resolved charges from Löwdin, all expressed in e: -0.01, -0.60, -0.09, -0.10, -0.13, -0.18, -0.25, 0.00, 0.09, 0.10, 0.08, 0.09, 0.10, 0.09, 0.10, 0.11, 0.06, 0.00, -0.01, 0.04, -0.11, 0.03, 0.03, -0.06, 0.03, -0.02, -0.08, 0.03, 0.04, -0.07, 0.01, 0.02, -0.04, 0.01, 0.03, -0.06, -0.04, 0.05, -0.16, 0.05, 0.05, -0.04, 0.01, 0.01, -0.07, 0.06, 0.01, -0.10, 0.02, 0.01, -0.06, 0.00, -0.02, -0.06